Record 1
Molecular formula: C33H36BCl3N3O2P2Se2W
Method: DFT, the ωB97M-V functional and the def2-TZVPD basis

## Properties
- gap between HOMO and LUMO (alpha / beta) (eV) = 5.82 / 5.83
- F_max (eV Å⁻¹) = 0.607
- net charge = +3
- electronic energy (Eh) = -8550.96940

Each line ends with the Mulliken charge.
Atoms and positions in Å:
1 W -0.0686 -0.9858 0.7457  0.33
2 O 0.7457 -2.9108 2.0096  -0.37
3 C 2.0516 -3.1188 2.5633  -1.57
4 C 2.6400 -1.7535 2.8821  1.74
5 C 3.9012 -1.9820 3.7469  -1.43
6 O 4.4907 -0.7177 3.9377  -0.53
7 C 1.6726 -0.9502 3.7392  -1.43
8 Se 0.0165 -0.1496 3.0125  0.04
9 C 3.1146 -0.9891 1.6524  -0.72
10 Se 2.1222 -1.2371 -0.0854  0.06
11 H 0.2495 -3.7353 1.9184  0.22
12 H 2.6813 -3.6738 1.8630  0.46
13 H 1.9563 -3.7005 3.4820  0.55
14 H 4.5708 -2.6682 3.2146  0.50
15 H 3.6154 -2.4491 4.6957  0.51
16 H 5.2519 -0.7913 4.5250  0.38
17 H 2.1623 -0.0392 4.0913  0.72
18 H 1.3332 -1.5242 4.6023  0.65
19 H 4.1131 -1.3018 1.3462  0.78
20 H 3.1154 0.0925 1.7813  0.09
21 C 0.0375 2.3411 -2.5268  -1.52
22 N -0.0227 1.2966 -1.4801  1.11
23 P -0.7391 -0.2139 -1.6329  0.16
24 C -2.4609 -0.1721 -2.1058  0.88
25 C -2.7407 0.6023 -3.2433  -0.56
26 C -4.0280 0.6596 -3.7480  -0.99
27 C -5.0384 -0.0773 -3.1493  -0.69
28 C -4.7597 -0.8827 -2.0539  -1.02
29 C -3.4776 -0.9327 -1.5286  -0.08
30 C 0.1262 -1.1447 -2.8714  1.09
31 C 1.4327 -0.8180 -3.2605  -0.33
32 C 2.0698 -1.5682 -4.2305  -0.88
33 C 1.4197 -2.6625 -4.7952  -0.68
34 C 0.1308 -2.9985 -4.4073  -0.83
35 C -0.5245 -2.2398 -3.4526  -1.08
36 P 0.1766 1.5129 0.1799  1.54
37 C 1.8240 2.1239 0.5132  0.67
38 C 2.0699 2.7356 1.7437  -0.93
39 C 3.3513 3.1678 2.0534  -0.80
40 C 4.3798 3.0124 1.1336  -0.71
41 C 4.1356 2.4228 -0.1023  -0.81
42 C 2.8624 1.9707 -0.4100  -0.27
43 C -0.9377 2.7787 0.8068  1.10
44 C -0.8106 4.0202 0.1605  -0.54
45 C -1.5636 5.1066 0.5687  -0.94
46 C -2.4303 4.9841 1.6462  -0.64
47 C -2.5316 3.7770 2.3200  -1.09
48 C -1.7906 2.6812 1.9054  0.08
49 H 0.2138 1.8651 -3.4906  0.48
50 H 0.8779 3.0014 -2.3215  0.50
51 H -0.8861 2.9156 -2.5618  0.39
52 H -1.9600 1.1472 -3.7560  0.46
53 H -4.2339 1.2640 -4.6204  0.49
54 H -6.0404 -0.0425 -3.5550  0.48
55 H -5.5406 -1.4876 -1.6166  0.48
56 H -3.2759 -1.6103 -0.7104  0.69
57 H 1.9323 0.0419 -2.8336  0.18
58 H 3.0657 -1.3024 -4.5567  0.53
59 H 1.9217 -3.2500 -5.5522  0.45
60 H -0.3681 -3.8454 -4.8571  0.50
61 H -1.5381 -2.4944 -3.1715  0.52
62 H 1.2665 2.8944 2.4547  0.56
63 H 3.5443 3.6434 3.0050  0.50
64 H 5.3729 3.3676 1.3727  0.48
65 H 4.9325 2.3284 -0.8267  0.53
66 H 2.6770 1.5229 -1.3777  0.05
67 H -0.1080 4.1626 -0.6488  0.45
68 H -1.4599 6.0537 0.0577  0.49
69 H -3.0086 5.8381 1.9718  0.46
70 H -3.1821 3.6889 3.1796  0.50
71 H -1.8701 1.7691 2.4760  0.36
72 B -1.1418 -5.2046 -0.5283  0.40
73 C -1.1830 -3.7197 -0.1958  0.12
74 N -1.0822 -2.5856 0.1160  -0.30
75 H -1.8326 -5.4351 -1.4771  -0.06
76 H 0.0575 -5.2990 -0.7360  0.00
77 H -1.4582 -5.7483 0.5030  -0.02
78 Cl -5.5327 -1.5113 1.4886  -0.02
79 C -4.6797 -0.0247 1.8810  0.91
80 Cl -5.2415 1.3604 0.9256  -0.02
81 Cl -4.7040 0.3032 3.6013  -0.03
82 C -3.2593 -0.2008 1.4733  -0.61
83 N -2.1712 -0.3035 1.1309  -0.11

Atomic forces in eV per Å
0.1458 -0.5126 0.2739
-0.2975 0.5283 0.0254
0.1821 -0.1003 0.0353
-0.0106 0.0382 -0.0129
-0.0177 -0.0499 0.0461
-0.0139 0.0245 -0.0048
-0.2086 0.0630 0.2485
0.1868 0.1376 -0.1870
0.0279 -0.0025 -0.2206
0.0492 0.2271 -0.0616
0.0098 -0.1030 -0.0550
-0.0440 0.0399 -0.0627
-0.0474 -0.0177 -0.0255
-0.0066 -0.0024 0.0196
-0.0119 0.0050 -0.0204
0.0144 0.0115 -0.0111
0.0539 -0.0808 0.0524
0.0654 -0.0133 -0.0105
-0.0221 -0.0397 0.0497
0.0412 -0.0236 0.0372
0.0518 -0.1000 0.0545
-0.0717 0.2008 -0.0938
-0.0489 -0.2572 0.3489
-0.0602 0.1751 -0.2674
-0.0238 0.0112 0.1164
0.0782 0.0291 -0.0078
-0.0642 -0.0331 0.0142
0.0536 0.0198 -0.0301
-0.0016 -0.1834 -0.0245
0.1021 -0.0751 -0.1267
-0.0851 0.0867 -0.0174
-0.0521 -0.0307 0.0198
0.0768 0.0072 -0.0369
-0.0271 -0.0163 0.0240
0.0027 -0.0155 0.0402
-0.0471 -0.1099 0.1963
0.1164 0.1017 -0.1541
-0.0172 0.0121 0.0696
-0.0009 -0.0072 -0.0024
0.0241 -0.0042 -0.0254
-0.0419 0.0108 0.0598
-0.0709 0.0041 -0.0111
0.0925 0.2633 -0.0435
-0.0383 -0.0535 -0.0024
-0.0020 -0.0328 0.0095
-0.0199 0.0400 0.0065
0.0093 -0.0045 -0.0095
0.0070 -0.1253 0.0400
-0.0034 -0.0078 0.0061
0.0058 0.0202 -0.0021
0.0028 0.0281 -0.0105
0.0276 0.0084 -0.0027
-0.0117 0.0038 -0.0110
-0.0185 -0.0113 0.0070
-0.0271 -0.0260 0.0155
0.0103 0.0317 -0.0631
0.0090 0.0131 0.0049
0.0094 0.0096 0.0021
0.0022 -0.0029 -0.0027
-0.0166 -0.0114 0.0013
-0.0455 0.0016 0.0050
-0.0119 -0.0018 -0.0224
-0.0105 0.0079 0.0150
0.0155 -0.0001 0.0041
0.0164 -0.0004 -0.0162
-0.0165 -0.0139 -0.0142
0.0425 -0.0258 -0.0097
0.0088 0.0075 -0.0084
-0.0113 -0.0028 0.0083
-0.0032 -0.0093 0.0105
0.0046 0.0170 0.0019
0.0174 0.3194 0.1101
-0.0408 0.1237 -0.0480
-0.0330 -0.3531 -0.1679
-0.0222 -0.0376 -0.0513
0.0117 -0.0552 -0.0272
-0.0001 -0.0565 0.0155
0.0331 0.0880 0.0106
0.3249 0.1314 -0.3688
-0.0689 -0.1896 0.1580
0.0251 0.0545 0.0627
-0.1179 0.0240 -0.0392
-0.1461 -0.1264 0.1639



Record 2
Molecular formula: C33H36BN3O12
Method: DFT, the ωB97M-V functional and the def2-TZVPD basis

## Properties
- gap between HOMO and LUMO (eV) = 7.29
- SMILES string = CB(O)C1=C(CCO)C(=O)C(CCOC(C)=O)=C(CC(N)(N)N)C1=O.O=C1C=CC(=O)C=C1.O=C1C=CC(=O)C=C1.O=C1C=CC(=O)C=C1
- F_max (eV Å⁻¹) = 0.773
- electronic energy (Eh) = -2371.01979

Each line ends with the Mulliken charge.
Atoms and positions in Å:
1 C 4.3935 -2.2924 0.0963  -1.01
2 B 3.5614 -3.0522 -1.0086  0.47
3 O 4.1531 -3.9169 -1.8834  -0.66
4 C 2.0218 -2.7293 -1.1386  0.57
5 C 0.9895 -3.4697 -0.7132  0.26
6 C 1.0754 -4.8088 -0.0413  -0.89
7 C 1.0348 -5.9811 -1.0328  -0.58
8 O 2.2772 -6.1712 -1.6908  -0.55
9 C -0.3896 -2.9274 -0.9704  -0.11
10 O -1.3003 -3.6848 -1.2262  -0.56
11 C -0.5369 -1.4357 -0.8892  0.42
12 C -1.7780 -0.7730 -0.3234  -0.51
13 C -2.9712 -1.6402 0.0507  -1.11
14 O -3.6322 -2.2004 -1.0887  -0.22
15 C -4.7018 -1.4614 -1.5168  0.66
16 C -6.0165 -2.1480 -1.2980  -0.76
17 O -4.5615 -0.3887 -2.0373  -0.56
18 C 0.5114 -0.6853 -1.2861  1.14
19 C 0.4601 0.8234 -1.1725  -2.00
20 C 1.6662 1.6962 -1.5635  0.88
21 N 1.2964 3.0544 -1.1297  -0.64
22 N 2.9047 1.2846 -0.8812  -0.43
23 N 1.9303 1.7979 -2.9951  -0.72
24 C 1.6900 -1.4391 -1.8168  -0.20
25 O 2.3468 -1.0708 -2.7715  -0.59
26 H 5.2777 -2.8384 0.4312  0.42
27 H 4.7211 -1.3357 -0.3298  0.26
28 H 3.7686 -2.0484 0.9609  0.30
29 H 4.8650 -4.4303 -1.4848  0.30
30 H 1.9674 -4.8851 0.5853  0.34
31 H 0.2043 -4.9278 0.6123  0.38
32 H 0.2339 -5.7877 -1.7524  0.31
33 H 0.8325 -6.9118 -0.5038  0.39
34 H 2.4337 -5.4455 -2.3077  0.36
35 H -1.4517 -0.2627 0.5924  0.37
36 H -2.1455 -0.0226 -1.0273  0.21
37 H -2.7186 -2.4425 0.7471  0.56
38 H -3.6844 -0.9939 0.5756  0.46
39 H -6.8256 -1.4221 -1.2854  0.36
40 H -5.9693 -2.7246 -0.3775  0.03
41 H -6.1641 -2.8563 -2.1187  0.31
42 H -0.3762 1.1787 -1.7843  0.35
43 H 0.1941 1.0804 -0.1403  0.44
44 H 2.0533 3.6587 -1.4456  0.25
45 H 1.3755 3.0658 -0.1159  0.25
46 H 3.5912 0.9931 -1.5677  0.24
47 H 2.7571 0.4869 -0.2708  0.26
48 H 1.4629 2.6344 -3.3297  0.31
49 H 1.5328 1.0151 -3.4993  0.25
50 O 1.8865 5.5152 -2.7241  -0.50
51 C 1.5870 6.6006 -2.2757  0.46
52 C 2.1753 7.0885 -1.0024  -0.26
53 C 1.8436 8.2772 -0.5057  -0.40
54 C 0.8759 9.1622 -1.2008  0.35
55 O 0.5749 10.2458 -0.7490  -0.55
56 C 0.2866 8.6695 -2.4726  -0.42
57 C 0.6158 7.4813 -2.9709  -0.38
58 H 2.8741 6.4235 -0.5080  0.48
59 H 2.2555 8.6557 0.4211  0.43
60 H -0.4184 9.3312 -2.9593  0.39
61 H 0.1999 7.0995 -3.8946  0.42
62 O -6.4444 -2.7500 1.8942  -0.48
63 C -7.0956 -3.6003 2.4648  0.50
64 C -7.5769 -4.8090 1.7504  -0.20
65 C -8.2919 -5.7397 2.3757  -0.43
66 C -8.6375 -5.6090 3.8148  0.30
67 O -9.2867 -6.4571 4.3846  -0.54
68 C -8.1551 -4.3982 4.5280  -0.39
69 C -7.4402 -3.4678 3.9019  -0.42
70 H -7.3124 -4.8841 0.7031  0.42
71 H -8.6545 -6.6295 1.8773  0.41
72 H -8.4197 -4.3243 5.5750  0.40
73 H -7.0776 -2.5774 4.3994  0.42
74 O 6.9245 1.7358 4.2361  -0.55
75 C 6.2450 2.4477 3.5289  0.30
76 C 6.3020 3.9279 3.6486  -0.46
77 C 5.5552 4.7120 2.8766  -0.45
78 C 4.6342 4.1395 1.8622  0.23
79 O 3.9529 4.8589 1.1602  -0.46
80 C 4.5752 2.6606 1.7390  -0.05
81 C 5.3242 1.8794 2.5138  -0.36
82 H 6.9808 4.3202 4.3951  0.40
83 H 5.5791 5.7921 2.9464  0.43
84 H 3.8998 2.2659 0.9862  0.45
85 H 5.3021 0.7987 2.4442  0.50

Atomic forces in eV per Å
-0.3298 -0.1761 0.1413
0.3597 0.1445 0.0171
-0.5712 -0.4203 0.3079
-0.1029 -0.0486 -0.2589
0.3189 0.2314 0.1091
-0.3918 -0.2647 -0.0064
0.2630 0.2607 -0.2069
-0.0886 -0.0687 -0.0156
-0.0151 -0.1252 -0.0261
0.0784 0.1688 0.2996
0.1208 0.2251 -0.0521
0.0440 -0.4230 -0.1252
0.0170 0.3773 0.0269
-0.2293 -0.2229 0.2995
0.0771 0.2396 -0.2536
0.1862 -0.2666 -0.1512
-0.0284 -0.0157 0.2267
-0.1781 -0.1305 0.2818
-0.0827 -0.0703 -0.5001
0.0526 0.4374 0.0519
0.2177 -0.3191 0.0448
0.1075 -0.5256 0.1594
-0.3855 0.1246 0.0834
-0.0172 -0.0050 -0.2448
-0.0651 0.0777 0.2780
0.0400 0.0961 -0.0085
0.0507 -0.0777 -0.0411
0.1333 -0.0223 0.0269
0.3155 0.3354 -0.2502
0.0604 0.0224 -0.1169
0.0763 0.0912 0.0021
-0.0395 -0.1871 0.0651
-0.0372 0.0422 0.0058
0.0340 0.0098 0.1188
-0.1280 0.1429 -0.0895
0.0956 0.0993 0.1025
0.0497 -0.1374 -0.3070
0.0749 -0.0369 0.0266
0.0195 -0.0488 -0.0463
-0.1359 0.1245 0.0178
-0.0484 0.0766 -0.0044
0.0204 0.0872 0.1377
0.0190 -0.0898 -0.0129
-0.1364 0.1250 -0.0271
-0.0735 0.0829 -0.0195
-0.0889 0.1064 -0.1112
-0.0706 0.0150 0.0123
0.0456 -0.0056 -0.0243
0.2944 -0.1398 0.0354
0.0492 0.0225 -0.1535
0.0125 -0.0070 0.1070
0.0065 0.0031 0.0245
0.0075 -0.0214 -0.0099
0.0047 -0.0008 0.0093
-0.0049 0.0130 0.0010
0.0055 -0.0284 -0.0192
-0.0035 0.0276 -0.0122
-0.0141 -0.0154 -0.0065
-0.0122 0.0178 0.0004
0.0007 0.0178 0.0198
0.0102 -0.0219 0.0036
0.0161 -0.0272 0.0919
0.0032 0.0139 0.0010
-0.0128 -0.0206 0.0069
0.0162 0.0148 -0.0238
0.0017 0.0010 -0.0017
-0.0100 -0.0113 0.0087
0.0195 0.0264 -0.0086
-0.0192 -0.0107 0.0247
0.0119 0.0169 0.0009
-0.0103 -0.0089 0.0208
-0.0125 -0.0229 0.0003
0.0091 0.0090 -0.0214
0.0047 -0.0020 0.0075
0.0033 -0.0157 -0.0025
-0.0134 0.0297 -0.0129
0.0222 -0.0006 0.0115
0.0095 -0.0167 -0.0025
-0.0220 0.0119 0.0089
-0.0502 -0.0061 0.0225
-0.0076 0.0436 -0.0050
0.0074 -0.0237 0.0078
-0.0132 0.0020 -0.0179
0.0400 0.0744 -0.0747
0.0164 -0.0005 0.0149